(1)
ORCA calculation (ωB97M-V/def2-TZVPD) on C47H50F2GeN8O5PS2Ti as an isolated structure at a distorted geometry.

Values from the calculation:
charge = +1
HOMO-LUMO gap = 0.251 Ha
LUMO level = -3.04 eV
strongest force on any atom = 3.36 eV/Å
energy relative to the best compared isomer or geometry (same formula, charge and spin) = 258.72 kJ/mol
calculated total energy = -6898.99094 Eh

Last column: Mulliken charge in e.
Element x y z (Å)
Ti (0.15672, 0.55083, -0.69878)  -2.168
F (-1.53342, -3.42439, -3.75810)  -0.442
C (-1.77382, -2.12081, -3.49080)  -0.671
C (-0.93903, -1.45921, -2.60513)  -0.223
C (-1.08267, -0.09654, -2.32401)  0.974
C (-2.07880, 0.56727, -3.06360)  0.077
C (-2.95958, -0.14340, -3.88292)  0.773
F (-3.94404, 0.51714, -4.52349)  -0.381
C (-2.83349, -1.49804, -4.11802)  -0.934
C (-2.10475, 2.04242, -3.18073)  0.224
C (-3.23256, 2.79850, -2.88474)  -0.434
C (-3.19931, 4.16054, -3.12320)  -0.749
C (-2.05701, 4.71328, -3.68021)  -0.954
C (-0.99321, 3.87379, -3.96743)  -0.440
N (-1.00032, 2.57062, -3.71894)  -0.048
H (-0.13719, -2.03819, -2.16478)  0.952
H (-3.51049, -2.02034, -4.77292)  0.590
H (-4.10624, 2.32776, -2.46391)  0.506
H (-4.05065, 4.77590, -2.88053)  0.483
H (-1.99932, 5.76889, -3.89255)  0.443
H (-0.08810, 4.26134, -4.41770)  0.455
C (5.08363, 3.12732, 1.05583)  -1.007
N (4.51558, 2.22944, 2.04193)  0.207
C (5.20385, 0.95566, 1.97595)  -0.966
N (5.17023, 0.35357, 0.65037)  0.199
C (5.72736, 1.29758, -0.30266)  -0.915
N (5.05148, 2.58235, -0.29408)  0.181
C (3.69146, 2.47832, -0.77258)  -1.610
P (2.58126, 1.34742, 0.25562)  2.775
C (3.08623, 2.08712, 1.89903)  -1.653
C (3.83247, -0.05757, 0.28806)  -1.481
H (6.12799, 3.31474, 1.32272)  0.341
H (4.53278, 4.07111, 1.06934)  0.404
H (4.75667, 0.26670, 2.69511)  0.416
H (6.25163, 1.12295, 2.24177)  0.316
H (5.66740, 0.87163, -1.30896)  0.397
H (6.77901, 1.46684, -0.04965)  0.323
H (3.70922, 2.11241, -1.80853)  0.488
H (3.25611, 3.48209, -0.75849)  0.329
H (2.70069, 1.44860, 2.69991)  0.356
H (2.61403, 3.07212, 1.99357)  0.381
H (3.87220, -0.51155, -0.71010)  0.341
H (3.49286, -0.81328, 1.00143)  0.308
C (-3.74741, 4.28886, 0.89316)  -1.152
C (-3.66506, 2.89700, 0.73172)  -0.675
C (-2.56306, 2.32799, 0.15575)  -0.610
C (-1.48848, 3.12369, -0.31101)  1.476
C (-0.33887, 2.53084, -0.91454)  2.471
C (0.60424, 3.39194, -1.44422)  -1.153
C (0.49550, 4.78991, -1.32814)  -1.471
C (-0.56892, 5.35564, -0.68596)  -1.074
C (-1.59636, 4.53554, -0.17726)  1.100
C (-2.73214, 5.08597, 0.45290)  -0.887
H (-4.61350, 4.71667, 1.37309)  0.418
H (-4.48794, 2.28514, 1.06995)  0.554
H (-2.48785, 1.24678, 0.02886)  0.584
H (1.44404, 2.99310, -2.01214)  0.705
H (1.26561, 5.41468, -1.75592)  0.507
H (-0.63950, 6.42799, -0.56937)  0.476
H (-2.77956, 6.15733, 0.57406)  0.481
Ge (-0.47899, -3.83089, 0.05253)  0.756
C (0.64467, -5.04500, 1.13049)  0.272
C (1.70737, -5.67436, 0.49254)  -0.356
C (2.46683, -6.61134, 1.16855)  -0.737
C (2.15353, -6.93679, 2.47743)  -0.448
C (1.09502, -6.31675, 3.11878)  -0.806
C (0.34054, -5.37194, 2.44412)  -0.069
C (-2.43607, -3.58322, 0.31957)  0.285
C (-3.01217, -3.40511, 1.57125)  0.042
C (-4.38995, -3.40198, 1.71246)  -0.842
C (-5.20965, -3.57216, 0.60845)  -0.665
C (-4.64232, -3.75134, -0.64194)  -0.732
C (-3.26500, -3.77389, -0.78046)  -0.175
H (-0.22308, -4.22029, -1.42737)  -0.338
H (1.92238, -5.41485, -0.53739)  0.335
H (3.28770, -7.10799, 0.67564)  0.407
H (2.72580, -7.69214, 2.99199)  0.406
H (0.85198, -6.58626, 4.13590)  0.416
H (-0.48474, -4.87121, 2.92775)  0.259
H (-2.36885, -3.24875, 2.42382)  0.415
H (-4.82755, -3.29155, 2.69427)  0.471
H (-6.28265, -3.58350, 0.73197)  0.434
H (-5.26920, -3.89739, -1.50942)  0.451
H (-2.82241, -3.96225, -1.74787)  0.478
C (-3.46386, -0.99548, 4.05288)  -1.744
C (-2.03189, -0.59604, 4.07120)  1.051
C (-1.12693, -1.02050, 5.00630)  -0.901
C (0.17605, -0.46888, 4.98383)  1.005
N (0.51698, 0.45671, 4.12095)  -0.343
C (-0.35125, 0.86165, 3.19584)  -0.108
S (-0.03661, 2.07053, 2.10964)  -0.059
N (-1.62356, 0.31273, 3.16644)  0.254
C (1.19748, -0.89898, 5.97819)  -1.398
H (-3.60889, -1.92267, 4.60060)  0.432
H (-3.82442, -1.10496, 3.03252)  0.366
H (-4.04509, -0.20960, 4.53868)  0.432
H (-1.40945, -1.74037, 5.75467)  0.438
H (-2.23664, 0.61847, 2.41554)  0.023
H (0.75853, -1.56416, 6.71617)  0.384
H (1.62480, -0.02841, 6.47316)  0.375
H (2.00873, -1.41739, 5.46803)  0.304
C (1.42378, 0.41407, -5.55881)  -1.248
N (1.20011, 0.67486, -4.15312)  0.103
C (1.75074, -0.05173, -3.18757)  -0.890
N (2.60883, -1.05034, -3.48769)  -0.154
O (1.55266, 0.21833, -1.96421)  1.193
H (0.94530, 1.19670, -6.13687)  0.351
H (0.99289, -0.54236, -5.86489)  0.391
H (2.49183, 0.42509, -5.78417)  0.372
H (0.47283, 1.37154, -3.88711)  0.299
H (2.70013, -1.41723, -4.41827)  0.244
H (2.91287, -1.62829, -2.71931)  0.240
O (0.54356, -2.21096, -0.16037)  -0.340
S (0.12499, -1.36129, 1.03225)  1.307
O (-0.41373, -2.21506, 2.04387)  -0.593
O (-0.91131, -0.44642, 0.45924)  -0.048
O (1.25976, -0.58059, 1.41535)  -0.902

(2)
ORCA calculation (ωB97M-V/def2-TZVPD) on C47H51FIO14PSi2 as an isolated structure at a distorted geometry.

Values from the calculation:
HOMO-LUMO gap = 0.235 Ha
LUMO level = -1.90 eV
strongest force on any atom = 2.50 eV/Å
energy relative to the best compared isomer or geometry (same formula, charge and spin) = 98.86 kJ/mol
calculated total energy = -4192.68371 Eh

Last column: Mulliken charge in e.
Element x y z (Å)
C (-1.22094, 0.79582, -0.72730)  -1.071
C (-0.14345, 0.97278, 0.41997)  1.216
C (-0.28500, -0.11134, 1.52985)  -1.439
C (0.11932, 0.35781, 2.96306)  0.372
C (1.66006, 0.72961, 2.97264)  -1.467
Si (-1.01148, 1.68107, 3.73412)  0.386
I (-2.42147, 0.41194, 5.37897)  -0.273
O (-0.11727, 2.77172, 4.69405)  -0.519
Si (0.28757, 4.28878, 4.01359)  0.322
C (-1.16791, 5.51646, 3.87100)  -0.635
O (-1.90847, 5.68595, 5.08891)  -0.295
C (-2.20742, 7.06494, 5.25824)  -0.786
P (1.29977, 4.23744, 2.05504)  0.592
C (0.31965, 5.12031, 0.71597)  -1.032
C (2.85678, 5.28153, 2.28171)  -1.161
C (-2.26311, 2.51133, 2.54624)  0.879
C (-3.43171, 3.11438, 3.41933)  -1.518
F (-2.90029, 1.56751, 1.71207)  -0.384
H (-0.79273, 0.98395, -1.73197)  0.409
H (-1.76525, -0.16097, -0.65043)  0.135
H (-1.96528, 1.60367, -0.57641)  0.084
H (-0.24482, 2.01198, 0.77132)  -1.305
H (0.86728, 0.84659, -0.02288)  0.818
H (-1.33243, -0.48236, 1.50569)  0.478
H (0.36708, -0.97009, 1.25927)  0.390
H (0.05907, -0.54472, 3.61052)  0.457
H (2.22977, -0.20579, 3.14440)  0.409
H (1.99191, 1.16361, 2.01799)  0.238
H (1.91790, 1.39964, 3.81638)  0.389
H (1.24379, 4.91342, 4.95713)  -0.290
H (-1.85947, 5.31666, 3.02011)  0.199
H (-0.69518, 6.50382, 3.63291)  0.532
H (-2.71637, 7.51358, 4.37974)  0.317
H (-1.25751, 7.61362, 5.43795)  0.315
H (-2.85727, 7.22088, 6.13538)  0.242
H (0.11934, 4.41576, -0.11435)  0.208
H (0.92158, 5.94436, 0.28132)  0.416
H (-0.63449, 5.53251, 1.08794)  0.249
H (3.46954, 4.88974, 3.11469)  0.359
H (3.48477, 5.25965, 1.37412)  0.382
H (2.61870, 6.34240, 2.51271)  0.352
H (-1.83596, 3.26489, 1.85995)  0.059
H (-4.21441, 2.35177, 3.54997)  0.514
H (-3.81536, 4.06617, 3.01144)  0.060
H (-3.03093, 3.34833, 4.42747)  0.374
C (3.15006, -2.67156, -1.03862)  -0.523
C (3.03533, -3.79826, -1.74112)  -0.548
C (2.09002, -3.90234, -2.87620)  0.299
O (1.98119, -4.92893, -3.51571)  -0.584
C (1.28139, -2.70591, -3.20140)  -0.528
C (1.39617, -1.58223, -2.49983)  -0.292
C (2.33738, -1.47906, -1.36655)  0.519
O (2.43218, -0.44778, -0.73361)  -0.554
H (3.83453, -2.57706, -0.20587)  0.500
H (3.62000, -4.67976, -1.51727)  0.568
H (0.59633, -2.79493, -4.03502)  0.649
H (0.81035, -0.69910, -2.72513)  0.457
C (-2.82566, -4.25747, -2.59084)  -0.488
C (-2.09518, -3.18161, -2.87653)  -0.105
C (-2.60984, -2.11337, -3.75708)  0.455
O (-1.93295, -1.13597, -4.01178)  -0.570
C (-3.97021, -2.27735, -4.31336)  -0.333
C (-4.70436, -3.35333, -4.02947)  -0.496
C (-4.18876, -4.42497, -3.14604)  0.236
O (-4.85705, -5.40339, -2.88572)  -0.557
H (-2.46399, -5.05017, -1.94822)  0.451
H (-1.09959, -3.03343, -2.48300)  0.447
H (-4.32776, -1.48185, -4.95535)  0.582
H (-5.70171, -3.49348, -4.42619)  0.439
C (-3.06773, 2.89922, -2.82491)  -0.175
C (-3.14172, 1.74636, -3.48919)  0.552
C (-4.10113, 1.56512, -4.60416)  0.118
O (-4.17513, 0.51563, -5.21117)  -0.555
C (-4.97150, 2.71104, -4.95037)  -0.473
C (-4.89854, 3.86286, -4.28491)  -0.507
C (-3.93853, 4.04398, -3.17111)  0.096
O (-3.86477, 5.09211, -2.56207)  -0.572
H (-2.37558, 3.05217, -2.00879)  0.497
H (-2.51276, 0.89821, -3.25016)  0.166
H (-5.66556, 2.55906, -5.76719)  0.441
H (-5.52879, 4.70922, -4.52297)  0.432
C (7.28560, -4.26733, -3.18602)  -0.462
C (8.07975, -5.09977, -3.85704)  -0.473
C (8.44670, -6.42299, -3.30288)  0.236
O (9.17130, -7.18000, -3.91247)  -0.544
C (7.89671, -6.78709, -1.97659)  -0.166
C (7.10278, -5.95231, -1.30755)  -0.247
C (6.73654, -4.63080, -1.86096)  0.272
O (6.00982, -3.86962, -1.25107)  -0.521
H (7.00640, -3.29575, -3.57362)  0.440
H (8.49016, -4.85143, -4.82758)  0.414
H (8.17415, -7.75804, -1.58643)  0.634
H (6.69195, -6.19893, -0.33666)  0.459
C (8.37969, -9.53389, 2.18311)  -0.360
C (7.99155, -9.39201, 3.44947)  -0.399
C (6.68648, -8.78112, 3.78793)  0.355
O (6.33297, -8.64974, 4.93983)  -0.537
C (5.82829, -8.33565, 2.66650)  -0.371
C (6.21697, -8.47779, 1.40043)  -0.296
C (7.52233, -9.08816, 1.06286)  0.338
O (7.87730, -9.21997, -0.09223)  -0.578
H (9.33031, -9.97730, 1.91566)  0.427
H (8.60490, -9.71246, 4.28181)  0.405
H (4.87729, -7.89266, 2.93349)  0.414
H (5.60276, -8.15847, 0.56766)  0.556
C (-6.33905, 5.22147, -0.11743)  -0.061
C (-6.70395, 5.38227, 1.15375)  -0.322
C (-8.02792, 5.94132, 1.50713)  0.186
O (-8.36031, 6.09017, 2.66440)  -0.544
C (-8.93217, 6.31358, 0.39540)  -0.409
C (-8.56766, 6.15287, -0.87567)  -0.518
C (-7.24358, 5.59357, -1.22842)  0.374
O (-6.90967, 5.44426, -2.38512)  -0.448
H (-5.37463, 4.81581, -0.39645)  0.377
H (-6.05675, 5.11525, 1.97961)  0.522
H (-9.89616, 6.71997, 0.67370)  0.401
H (-9.21485, 6.41989, -1.70142)  0.424